Molecular formula: C8H8NO4PS
Method: DFT, ωB97M-V with the def2-TZVPD basis set

Geometry as XYZ:
```
23
Properties=species:S:1:pos:R:3:forces:R:3:lowdin_charge:R:1
N -2.671 -2.706 0.725 0.06 0.19 0.24 0.10
C -2.235 -1.930 1.625 0.02 -0.14 -0.12 -0.22
C -0.749 -1.748 1.846 -0.08 0.06 0.05 -0.15
C -0.239 -0.674 0.925 -0.02 -0.31 -0.17 -0.17
C 0.133 -0.901 -0.349 0.32 0.18 0.17 -0.47
S 0.096 -2.478 -1.117 -0.15 -0.29 0.27 0.88
C 0.541 0.255 -1.213 -0.05 0.15 0.17 -0.40
O 0.589 0.158 -2.416 -0.04 -0.05 -0.19 0.08
C 0.859 1.559 -0.552 0.00 -0.01 0.07 -0.25
P 1.760 2.902 -1.465 -0.05 0.19 0.03 0.84
O 0.789 3.091 -2.749 -0.30 0.12 0.31 -0.26
O 2.955 2.039 -2.186 0.09 -0.31 0.29 -0.27
C 0.485 1.757 0.714 0.28 0.13 -0.34 0.00
C -0.238 0.711 1.466 -0.30 0.00 0.21 -0.33
O -0.820 0.969 2.502 0.17 0.01 -0.07 0.12
H -3.690 -2.679 0.700 0.01 -0.05 -0.05 0.05
H -2.877 -1.317 2.265 -0.04 -0.02 -0.03 0.12
H -0.591 -1.443 2.881 0.07 0.01 -0.06 0.11
H -0.219 -2.680 1.648 -0.11 0.00 -0.10 0.10
H 1.309 -2.376 -1.679 -0.05 0.20 -0.18 -0.10
H 0.119 2.400 -2.827 0.27 -0.13 -0.32 0.05
H 3.724 2.000 -1.601 0.04 0.11 -0.20 0.05
H 0.691 2.691 1.228 -0.13 -0.04 0.02 0.12
```
Forces are in eV/Å.

Calculated values
* DFT total energy: -1404.90617 Ha
* SMILES: [H]/N=C/CC1=C(S)C(=O)C(P(O)O)=CC1=O
* total charge: 0
* Kohn-Sham gap: 7.5 eV
* LUMO energy: -1.703 eV